Computed, not measured: 12 unconnected molecules or ions with the total composition C42H86O24S in a non-equilibrium geometry, with ωB97M-V/def2-TZVPD.

Output
* energy above the lowest of the compared OMol25 structures with the same formula, charge and spin: 140.3 kcal per mole
* highest occupied orbital energy: -0.3389 hartree
* Kohn-Sham gap: 0.3402 hartree

XYZ file:
```
153
Properties=species:S:1:pos:R:3:forces:R:3:mulliken_charge:R:1
C 3.0216 2.4018 -0.1714 0.6 0.1 -1.1 -0.8527
C 2.2032 2.3672 -1.5201 0.8 -0.3 1.8 -0.2470
O 0.8891 1.9217 -1.2410 -2.5 -2.6 -0.1 -0.3731
S 0.4857 0.2435 -1.3429 -0.1 2.2 0.2 1.1062
C -0.1332 -0.0375 0.3672 0.2 0.6 -0.3 -0.8962
O -0.5896 0.0995 -2.3279 2.0 0.2 1.8 -0.5695
O 1.7655 -0.4039 -1.4233 -0.6 -0.4 -0.6 -0.5794
H 2.6786 1.7165 0.6036 -0.6 0.3 -0.1 0.1846
H 3.1087 3.4349 0.1651 -0.3 -0.2 0.4 0.3218
H 4.0498 2.0644 -0.3026 0.1 0.1 -0.4 0.2775
H 2.0195 3.3905 -1.8475 0.4 -0.2 -0.4 0.3050
H 2.6791 1.7356 -2.2702 0.0 0.2 -0.1 0.3227
H -0.6366 -0.9940 0.5079 -0.1 0.1 -0.6 0.3833
H -0.7831 0.7945 0.6381 -0.1 -0.1 -0.2 0.3081
H 0.7263 -0.0328 1.0376 0.1 0.1 -0.3 0.3048
C 1.9617 2.4388 -12.0250 0.1 -0.3 0.6 -0.6350
O 1.5449 3.7083 -12.5511 0.0 0.0 0.4 -0.3234
C 0.4243 4.2770 -12.0580 -1.1 -2.8 0.0 0.8483
O -0.4803 3.6412 -11.5117 1.6 1.6 -0.4 -0.5888
O 0.4366 5.5391 -12.4171 -1.1 1.8 1.3 -0.3117
C -0.6739 6.3140 -11.8072 -0.7 -0.4 -0.9 -0.6252
H 2.5899 1.9565 -12.7739 -0.2 0.2 0.0 0.2138
H 1.1745 1.7696 -11.6775 -0.5 0.3 -0.7 0.3107
H 2.5379 2.5728 -11.1094 0.4 0.4 -0.1 0.2873
H -0.6581 7.3676 -12.0862 1.0 -0.2 -0.1 0.2602
H -0.7688 6.2191 -10.7255 0.6 -0.3 -0.1 0.2799
H -1.6075 5.9584 -12.2430 0.0 -0.3 0.1 0.2864
C 1.9370 -4.9819 -4.9819 -0.3 -0.5 0.4 -0.6533
O 3.0929 -5.5129 -5.6420 2.0 -1.4 1.9 -0.1806
C 3.9834 -6.2639 -4.8293 -0.5 -1.2 2.7 0.6213
O 3.8778 -6.5886 -3.6002 0.0 1.7 -5.2 -0.5759
O 5.0028 -6.6506 -5.6319 -2.6 2.8 -0.8 -0.2165
C 5.9392 -7.5952 -5.3688 2.1 -1.9 0.9 -0.6732
H 1.2151 -5.7712 -4.7718 0.1 -0.2 0.0 0.3026
H 1.4348 -4.3029 -5.6710 0.5 0.2 0.1 0.2210
H 2.1895 -4.5297 -4.0229 0.1 0.2 -0.2 0.2953
H 6.6547 -7.6721 -6.1875 -0.6 0.1 -0.7 0.2492
H 5.4929 -8.5773 -5.2125 0.0 0.0 0.2 0.3027
H 6.6585 -7.3720 -4.5808 -0.6 0.3 0.8 0.3049
C 8.5082 0.5274 -0.2871 1.4 0.0 -0.6 -0.5632
O 8.4329 1.1627 0.9710 0.2 1.6 1.2 -0.3147
C 9.0142 2.3804 1.2373 -0.6 0.5 2.6 0.7697
O 9.0767 2.8119 2.4139 0.0 -1.4 -4.2 -0.5777
O 9.4174 3.0351 0.1176 -2.4 -2.9 0.9 -0.2685
C 10.2075 4.1378 0.2429 1.9 1.6 0.3 -0.5874
H 8.1482 1.1483 -1.1074 -0.3 -0.2 0.1 0.2658
H 8.0605 -0.4645 -0.2252 -0.6 0.4 0.2 0.2547
H 9.5589 0.3131 -0.4824 0.2 0.1 -0.3 0.2727
H 9.7269 5.0862 0.0028 -0.4 -0.2 -0.3 0.2557
H 11.0034 3.9154 -0.4678 0.4 0.7 0.2 0.1428
H 10.5718 4.2620 1.2627 0.2 -0.2 0.0 0.3543
C -0.4751 2.1883 -6.8363 -0.4 -0.7 0.3 -0.5477
O -0.1415 3.4805 -6.3779 -0.3 1.8 0.2 -0.2792
C -0.9048 4.1233 -5.4513 1.4 1.5 -0.4 0.8242
O -0.5678 5.2137 -4.9970 -0.9 -2.4 -0.7 -0.6059
O -2.0176 3.4401 -5.1936 1.1 0.0 -0.8 -0.3159
C -2.8553 3.8788 -4.1867 -2.0 0.0 1.6 -0.6813
H 0.2154 1.9028 -7.6299 0.6 0.0 0.6 0.2226
H -1.4304 2.0718 -7.3481 -0.4 0.5 0.4 0.2625
H -0.4572 1.6108 -5.9121 0.1 -0.9 -0.6 0.2872
H -3.8626 3.6110 -4.5057 0.0 0.1 0.0 0.2707
H -2.8752 4.9349 -3.9176 0.6 0.1 -0.6 0.3288
H -2.6840 3.3148 -3.2698 0.3 0.0 0.0 0.2348
C 11.4328 0.5240 -11.0917 0.4 0.8 0.1 -0.6231
O 12.2148 -0.6408 -10.8419 -0.3 -1.3 -0.6 -0.2755
C 12.1644 -1.7039 -11.6993 0.2 1.1 -1.4 0.7310
O 11.3152 -1.9253 -12.5439 1.0 0.0 1.5 -0.5540
O 13.3533 -2.3201 -11.5432 0.1 -0.9 -0.2 -0.2961
C 13.6201 -3.6188 -12.1521 -0.6 -0.4 0.5 -0.6382
H 10.5618 0.4344 -11.7408 0.0 -0.6 0.3 0.3299
H 12.0940 1.2587 -11.5512 0.1 0.0 -0.2 0.2756
H 11.2114 0.9353 -10.1069 -0.4 -0.2 -0.1 0.2072
H 14.5724 -4.0047 -11.7882 0.1 0.7 0.2 0.2567
H 13.6566 -3.6741 -13.2401 -0.3 0.7 0.0 0.2887
H 12.8917 -4.3448 -11.7911 -0.3 0.1 -0.2 0.2964
C 4.8213 5.8014 -7.6434 -1.0 -1.0 -0.8 -0.4521
C 6.2927 5.9697 -7.9730 0.4 -1.8 -1.6 -0.5006
C 6.6783 7.1790 -7.2564 -0.5 0.3 1.8 -0.3642
O 5.8635 7.0436 -6.0653 1.3 1.6 1.3 -0.4500
C 4.6677 6.3366 -6.2487 -0.2 1.2 -0.9 -0.3053
H 4.4105 4.7948 -7.7208 0.4 -0.2 -0.2 0.3060
H 4.1964 6.3815 -8.3224 0.1 0.2 -0.1 0.2328
H 6.4795 6.0816 -9.0410 -0.1 -0.2 -0.1 0.3283
H 6.8721 5.1106 -7.6349 0.0 -0.1 0.1 0.2132
H 6.4902 8.0503 -7.8838 -0.4 0.5 0.4 0.2541
H 7.6943 7.2517 -6.8683 0.1 -0.2 -0.3 0.2639
H 3.8556 7.0620 -6.2976 -0.3 0.0 0.6 0.2077
H 4.4865 5.6332 -5.4360 0.3 -0.1 -0.1 0.2677
C 2.1393 -6.4136 -11.1741 1.0 -0.5 1.4 -0.5459
C 2.8233 -5.0984 -10.8161 0.7 0.9 0.6 -0.3065
C 2.8471 -4.3021 -12.1144 -2.2 -0.2 -0.5 -0.4631
O 2.4735 -5.2669 -13.1140 1.5 0.7 -1.2 -0.4294
C 1.6240 -6.2152 -12.5598 -0.3 -0.6 -0.3 -0.3998
H 1.4847 -6.7821 -10.3843 -0.5 0.3 -0.3 0.3630
H 2.9373 -7.1560 -11.1871 0.0 -0.2 -0.3 0.2167
H 3.8465 -5.2375 -10.4669 -0.1 -0.2 0.2 0.2068
H 2.2717 -4.5539 -10.0498 0.1 0.1 0.0 0.2360
H 3.6863 -3.6835 -12.4322 0.4 -0.7 0.1 0.2882
H 1.9993 -3.6171 -12.1028 -0.1 0.5 0.2 0.2765
H 1.7509 -7.1488 -13.1079 -0.2 0.1 -0.3 0.2753
H 0.5917 -5.8799 -12.6596 -0.3 0.0 0.3 0.2844
C 12.3859 -5.5005 -6.0840 0.6 1.0 -0.6 -0.5643
C 12.4677 -4.8490 -4.7205 0.0 -1.3 0.5 -0.4834
C 11.0443 -5.1221 -4.2199 0.8 1.1 -1.3 -0.4068
O 10.2113 -5.0956 -5.4574 0.7 0.0 -0.3 -0.4087
C 11.1027 -4.9338 -6.6541 0.5 0.0 1.5 -0.3442
H 12.2120 -6.5736 -6.0043 0.4 -0.1 0.2 0.2552
H 13.3099 -5.2889 -6.6220 -0.2 -0.2 -0.5 0.3590
H 12.7147 -3.7881 -4.6820 -0.2 0.1 -0.6 0.1634
H 13.2552 -5.3448 -4.1530 -0.2 -0.1 0.4 0.2940
H 10.8303 -4.2725 -3.5715 -0.9 -0.3 0.1 0.2865
H 11.0117 -6.0764 -3.6943 -0.5 0.0 -0.2 0.3126
H 11.1807 -3.8823 -6.9303 0.0 0.2 0.3 0.2405
H 10.8503 -5.4322 -7.5901 -1.0 -0.5 0.5 0.2965
C 14.1342 0.3009 -2.9838 -0.5 1.1 -0.2 -0.4544
C 13.8956 0.6876 -4.4676 0.5 -1.1 -0.3 -0.4808
C 12.5454 1.2956 -4.5061 -0.9 0.6 1.4 -0.3696
O 12.4140 1.8673 -3.1646 -0.6 0.5 -0.3 -0.4044
C 13.5283 1.5337 -2.3367 -0.3 -0.2 0.4 -0.4499
H 15.1626 0.1808 -2.6432 0.0 -0.3 -0.4 0.3575
H 13.4990 -0.5363 -2.6944 0.3 -0.3 -0.2 0.1970
H 13.8353 -0.1915 -5.1091 0.8 0.1 -0.3 0.2932
H 14.5738 1.4725 -4.8023 0.5 -0.5 -0.1 0.2815
H 11.7318 0.6043 -4.7259 -0.1 -0.5 0.7 0.2332
H 12.3684 2.0346 -5.2875 0.6 0.6 0.2 0.2485
H 13.2142 1.3798 -1.3043 -0.7 -0.4 -0.1 0.2844
H 14.2404 2.3408 -2.1646 0.2 0.4 -0.9 0.2593
C 6.5311 0.5474 -16.9079 0.3 -0.8 0.0 -0.4651
C 5.5363 1.6829 -16.9592 -1.2 -0.2 -1.0 -0.4828
C 5.9037 2.5280 -15.8033 1.5 -0.7 1.3 -0.3646
O 6.4673 1.6350 -14.8267 0.0 -1.4 0.8 -0.3876
C 6.6871 0.3256 -15.4090 -0.2 0.6 0.7 -0.3502
H 7.4326 0.8471 -17.4423 0.3 -0.2 0.3 0.2643
H 6.1350 -0.3728 -17.3374 0.1 0.1 -0.4 0.2990
H 4.5408 1.2429 -16.9007 -0.2 0.3 0.2 0.2633
H 5.5904 2.2926 -17.8611 -0.1 -0.3 -0.2 0.3138
H 5.1262 3.0762 -15.2713 0.1 0.3 -0.5 0.2337
H 6.8096 3.0677 -16.0797 -0.5 1.2 -0.2 0.2290
H 5.9831 -0.4043 -15.0093 -1.0 0.2 -0.3 0.1839
H 7.5666 -0.1561 -14.9818 0.9 0.8 -0.6 0.2639
C 6.9598 -0.4195 -8.3726 0.8 -0.1 -1.8 -0.4146
C 6.3140 -0.4950 -7.0471 2.5 1.0 1.8 -0.5446
C 4.8760 -0.3182 -7.2880 -0.9 -0.1 -0.4 -0.2773
O 4.7229 -0.7256 -8.6565 -0.6 -1.0 -0.3 -0.4037
C 5.9834 -1.2435 -9.1553 -1.3 0.1 -0.1 -0.4941
H 7.9530 -0.8632 -8.4410 0.2 0.2 0.2 0.3266
H 6.9600 0.5866 -8.7920 0.2 0.1 0.1 0.2311
H 6.7289 0.2423 -6.3597 -0.1 0.1 0.1 0.3324
H 6.6353 -1.4524 -6.6370 -0.7 -0.3 0.3 0.2495
H 4.4262 0.6739 -7.2499 0.6 0.4 0.2 0.2791
H 4.3717 -0.8603 -6.4881 -0.7 -0.8 -0.6 0.1980
H 5.9758 -1.1694 -10.2427 0.0 0.5 0.1 0.2981
H 6.0783 -2.3101 -8.9520 0.0 -0.2 0.4 0.2203
```
Positions in Å, forces in eV/Å.